1.
Formula: C44H35O12P
Source: OMol25
Level of theory: ωB97M-V with the def2-TZVPD basis set

Bonds (Å) are listed after each position.
Cartesian coordinates (Å):
1 O -1.32047 -6.49532 -1.70551  C2 1.216
2 C -1.21335 -5.64822 -0.84011  O1 1.216, C3 1.481, C8 1.482
3 C -2.31040 -5.38606 0.11890  C2 1.481, C4 1.332, H9 1.088
4 C -2.19103 -4.45583 1.06499  C3 1.332, C5 1.480, H10 1.083
5 C -0.95901 -3.64724 1.19916  C4 1.480, O6 1.214, C7 1.482
6 O -0.85023 -2.80047 2.06285  C5 1.214
7 C 0.13843 -3.90984 0.23911  C5 1.482, C8 1.331, H11 1.083
8 C 0.02073 -4.83915 -0.70690  C2 1.482, C7 1.331, H12 1.083
9 H -3.20917 -5.98855 0.00877  C3 1.088
10 H -2.98264 -4.24944 1.77446  C4 1.083
11 H 1.03229 -3.30849 0.35107  C7 1.083
12 H 0.81236 -5.04543 -1.41658  C8 1.083
13 O -3.61509 -0.60670 -1.19839  C14 1.214
14 C -4.76174 -0.24017 -1.35385  O13 1.214, C15 1.481, C20 1.482
15 C -5.37820 0.75689 -0.44954  C14 1.481, C16 1.331, H21 1.083
16 C -6.63638 1.15736 -0.61859  C15 1.331, C17 1.480, H22 1.082
17 C -7.47273 0.62482 -1.71804  C16 1.480, O18 1.215, C19 1.482
18 O -8.62030 0.99228 -1.87270  C17 1.215
19 C -6.85660 -0.37298 -2.62342  C17 1.482, C20 1.332, H23 1.083
20 C -5.59795 -0.77378 -2.45462  C14 1.482, C19 1.332, H24 1.083
21 H -4.75366 1.13727 0.34918  C15 1.083
22 H -7.10180 1.88409 0.03327  C16 1.082
23 H -7.48238 -0.75252 -3.42157  C19 1.083
24 H -5.13043 -1.50129 -3.10635  C20 1.083
25 O -4.74188 -6.70351 0.69964  C26 1.217
26 C -5.65602 -7.48011 0.49551  O25 1.217, C27 1.480, C32 1.480
27 C -7.05196 -7.13079 0.84090  C26 1.480, C28 1.331, H33 1.083
28 C -8.05145 -7.98210 0.61914  C27 1.331, C29 1.482, H34 1.083
29 C -7.80875 -9.31341 0.01615  C28 1.482, O30 1.213, C31 1.481
30 O -8.72000 -10.08783 -0.18748  C29 1.213
31 C -6.41112 -9.66167 -0.32911  C29 1.481, C32 1.332, H35 1.083
32 C -5.41217 -8.80969 -0.10698  C26 1.480, C31 1.332, H36 1.083
33 H -7.21101 -6.15383 1.27989  C27 1.083
34 H -9.07851 -7.74457 0.86579  C28 1.083
35 H -6.25115 -10.63829 -0.76818  C31 1.083
36 H -4.38460 -9.04638 -0.35350  C32 1.083
37 O -9.17780 6.39380 4.56308  C38 1.213
38 C -8.49054 5.57855 3.98452  O37 1.213, C39 1.481, C44 1.481
39 C -8.62016 4.12893 4.26002  C38 1.481, C40 1.332, H45 1.083
40 C -7.86372 3.23517 3.62593  C39 1.332, C41 1.480, H46 1.083
41 C -6.86271 3.65189 2.61802  C40 1.480, O42 1.216, C43 1.480
42 O -6.17401 2.83491 2.03823  C41 1.216
43 C -6.73255 5.10047 2.34209  C41 1.480, C44 1.332, H47 1.083
44 C -7.48867 5.99473 2.97582  C38 1.481, C43 1.332, H48 1.083
45 H -9.35739 3.84198 4.99920  C39 1.083
46 H -7.94398 2.17205 3.81475  C40 1.083
47 H -5.99511 5.38692 1.60270  C43 1.083
48 H -7.40802 7.05765 2.78660  C44 1.083
49 O 8.39540 3.47565 0.21566  C50 1.215
50 C 7.81562 3.49298 -0.85204  O49 1.215, C51 1.481, C56 1.480
51 C 6.34942 3.68818 -0.92783  C50 1.481, C52 1.333, H57 1.084
52 C 5.71465 3.70473 -2.09963  C51 1.333, C53 1.482, H58 1.083
53 C 6.44839 3.53029 -3.37503  C52 1.482, O54 1.214, C55 1.480
54 O 5.86900 3.54770 -4.44213  C53 1.214
55 C 7.91380 3.33521 -3.29739  C53 1.480, C56 1.332, H59 1.083
56 C 8.54808 3.31871 -2.12667  C50 1.480, C55 1.332, H60 1.077
57 H 5.82874 3.81517 0.01391  C51 1.084
58 H 4.64312 3.84592 -2.17457  C52 1.083
59 H 8.43465 3.20831 -4.23816  C55 1.083
60 H 9.61304 3.17892 -2.05247  C56 1.077
61 O 10.46278 1.33843 -2.62378  C62 1.216
62 C 11.55943 1.18780 -2.11938  O61 1.216, C63 1.480, C68 1.481
63 C 12.05489 -0.15646 -1.74743  C62 1.480, C64 1.332, H69 1.083
64 C 13.25435 -0.32162 -1.19326  C63 1.332, C65 1.481, H70 1.083
65 C 14.14431 0.83188 -0.92685  C64 1.481, O66 1.213, C67 1.481
66 O 15.23785 0.68081 -0.42377  C65 1.213
67 C 13.64820 2.17706 -1.29910  C65 1.481, C68 1.331, H71 1.083
68 C 12.44892 2.34164 -1.85317  C62 1.481, C67 1.331, H72 1.083
69 H 11.39197 -0.98826 -1.94976  C63 1.083
70 H 13.63276 -1.29682 -0.91422  C64 1.083
71 H 14.31079 3.00911 -1.09686  C67 1.083
72 H 12.07095 3.31734 -2.13215  C68 1.083
73 C 2.26011 0.44073 0.79887  C74 1.563, H82 1.116, H83 1.127, H84 1.125
74 C 1.82153 1.94056 0.77924  C73 1.563, C75 1.470, C79 1.464
75 C 2.68605 2.95248 0.15494  C74 1.470, C76 1.461, H85 1.114
76 C 2.28795 4.35848 0.13002  C75 1.461, C77 1.472, H86 1.116
77 C 1.02842 4.77991 0.76416  C76 1.472, C78 1.456, H87 1.117
78 C 0.15759 3.79115 1.38335  C77 1.456, C79 1.459, H88 1.113
79 C 0.55820 2.38883 1.36753  C74 1.464, C78 1.459, C80 1.581
80 C -0.44337 1.35028 2.01291  C79 1.581, P81 1.912, H89 1.117, H90 1.126
81 P -1.29311 0.45832 0.55022  C80 1.912, H91 1.441, H92 1.438
82 H 1.96680 -0.13318 -0.11196  C73 1.116
83 H 3.37410 0.42910 0.97139  C73 1.127
84 H 1.81469 -0.00916 1.72923  C73 1.125
85 H 3.64028 2.64797 -0.33287  C75 1.114
86 H 2.89016 5.16342 -0.35459  C76 1.116
87 H 0.74268 5.85931 0.76777  C77 1.117
88 H -0.80464 4.09090 1.85500  C78 1.113
89 H 0.07589 0.62507 2.68605  C80 1.117
90 H -1.27375 1.88830 2.55074  C80 1.126
91 H -1.77411 1.56349 -0.23934  P81 1.441
92 H -0.17354 -0.00470 -0.22494  P81 1.438

Results
2S+1 = 1
LUMO energy = -0.0679 hartree
SMILES = O=C1C=CC(=O)C=C1.O=C1C=CC(=O)C=C1.O=C1C=CC(=O)C=C1.O=C1C=CC(=O)C=C1.O=C1C=CC(=O)C=C1.O=C1C=CC(=O)C=C1.Cc1ccccc1CP
DFT total energy = -80045.4319 eV
molar mass = 786.73 g/mol



2.
Formula: C44H36F3I2O21
Source: OMol25
Level of theory: ωB97M-V with the def2-TZVPD basis set

Bonds (Å) are listed after each position.
Cartesian coordinates (Å):
1 C 4.26888 -0.97864 3.30665  C2 1.593, H21 1.157, H22 1.141, H23 1.149
2 C 2.88714 -0.70317 2.56307  C1 1.593, C3 1.558, C20 1.554
3 C 2.51730 -1.21251 1.13736  C2 1.558, C4 1.573, H24 1.153
4 C 1.14667 -0.88929 0.43647  C3 1.573, C5 1.544, H25 1.140
5 C 0.09525 -0.03620 1.17879  C4 1.544, C6 1.594, C19 1.565
6 C -1.33340 0.39635 0.61884  C5 1.594, C7 1.633, H26 1.146, H27 1.161
7 C -2.57057 -0.18482 1.51310  C6 1.633, C8 1.627, C14 1.595
8 C -3.88771 0.27898 0.67866  C7 1.627, O9 1.467, H28 1.148, H29 1.166
9 O -5.12764 -0.13466 1.34502  C8 1.467, C10 1.402
10 C -5.62943 0.85427 2.20237  O9 1.402, F11 1.441, F12 1.437, F13 1.405
11 F -6.44316 1.80625 1.49004  C10 1.441
12 F -6.54965 0.19414 3.08663  C10 1.437
13 F -4.67909 1.47354 3.03185  C10 1.405
14 C -2.49694 -1.77122 1.65776  C7 1.595, I15 2.230, C16 1.610, H30 1.142
15 I -3.45227 -2.22309 3.62153  C14 2.230
16 C -3.26558 -2.62092 0.52726  C14 1.610, C17 1.655, I18 2.206, H31 1.138
17 C -3.20191 -4.23609 0.88163  C16 1.655, H32 1.138, H33 1.159, H34 1.158
18 I -2.36496 -2.45287 -1.47943  C16 2.206
19 C 0.48860 0.48475 2.60066  C5 1.565, C20 1.553, H35 1.150
20 C 1.83301 0.16316 3.30771  C2 1.554, C19 1.553, H36 1.146
21 H 4.06005 -0.88228 4.44050  C1 1.157
22 H 4.69225 -2.02417 3.13605  C1 1.141
23 H 5.10272 -0.23615 3.03677  C1 1.149
24 H 3.32390 -1.85526 0.62182  C3 1.153
25 H 0.93456 -1.28964 -0.60944  C4 1.140
26 H -1.47309 0.23073 -0.50691  C6 1.146
27 H -1.39335 1.54570 0.77089  C6 1.161
28 H -3.84888 -0.03480 -0.42443  C8 1.148
29 H -3.89728 1.44501 0.67452  C8 1.166
30 H -1.44472 -2.20445 1.75014  C14 1.142
31 H -4.37335 -2.39056 0.40655  C16 1.138
32 H -2.53335 -4.46565 1.77392  C17 1.138
33 H -4.28005 -4.65127 0.97754  C17 1.159
34 H -2.74113 -4.80497 -0.01501  C17 1.158
35 H -0.24971 1.13826 3.19316  C19 1.150
36 H 2.05480 0.56288 4.35886  C20 1.146
37 C -7.52688 -5.95002 1.13069  C38 1.334, C43 1.467, H47 1.082
38 C -8.49420 -6.48312 1.87878  C37 1.334, C39 1.491, O46 1.363
39 C -9.35635 -5.63792 2.75353  C38 1.491, O40 1.221, C41 1.465
40 O -10.24409 -6.15999 3.40939  C39 1.221
41 C -9.09392 -4.19709 2.79205  C39 1.465, C42 1.336, H48 1.082
42 C -8.12321 -3.66093 2.04622  C41 1.336, C43 1.493, O45 1.360
43 C -7.27865 -4.50437 1.15014  C37 1.467, C42 1.493, O44 1.217
44 O -6.41470 -3.98304 0.46986  C43 1.217
45 O -7.86988 -2.32534 2.07647  C42 1.360, H49 0.979
46 O -8.73536 -7.82459 1.87347  C38 1.363, H50 0.977
47 H -6.89614 -6.55242 0.49042  C37 1.082
48 H -9.71516 -3.59826 3.44418  C41 1.082
49 H -7.12736 -2.18472 1.45443  O45 0.979
50 H -9.48020 -7.95589 2.49189  O46 0.977
51 C 8.08609 -4.55482 6.34145  C52 1.335, C57 1.466, H61 1.082
52 C 7.19961 -3.61219 6.01239  C51 1.335, C53 1.491, O60 1.360
53 C 7.47753 -2.62979 4.92584  C52 1.491, O54 1.218, C55 1.467
54 O 6.63775 -1.79514 4.63999  C53 1.218
55 C 8.77239 -2.70979 4.24111  C53 1.467, C56 1.334, H62 1.082
56 C 9.65939 -3.65006 4.57281  C55 1.334, C57 1.491, O59 1.362
57 C 9.37013 -4.64912 5.64048  C51 1.466, C56 1.491, O58 1.220
58 O 10.19772 -5.50564 5.90407  C57 1.220
59 O 10.86668 -3.73531 3.94795  C56 1.362, H63 0.977
60 O 6.00497 -3.51054 6.65526  C52 1.360, H64 0.978
61 H 7.89599 -5.27487 7.12614  C51 1.082
62 H 8.96904 -1.98040 3.46684  C55 1.082
63 H 11.32124 -4.49323 4.36473  O59 0.977
64 H 5.54637 -2.75641 6.23450  O60 0.978
65 C 4.38202 -1.18285 -5.18416  C66 1.335, C71 1.467, H75 1.082
66 C 3.41013 -1.71523 -4.44005  C65 1.335, C67 1.491, O74 1.361
67 C 2.55056 -0.86921 -3.56385  C66 1.491, O68 1.217, C69 1.466
68 O 1.66115 -1.38688 -2.91326  C67 1.217
69 C 2.82079 0.57147 -3.51921  C67 1.466, C70 1.335, H76 1.082
70 C 3.79490 1.10355 -4.26078  C69 1.335, C71 1.491, O73 1.362
71 C 4.63662 0.26124 -5.15786  C65 1.467, C70 1.491, O72 1.220
72 O 5.50613 0.78346 -5.83494  C71 1.220
73 O 4.05870 2.43913 -4.22766  C70 1.362, H77 0.978
74 O 3.16311 -3.05382 -4.45160  C66 1.361, H78 0.978
75 H 5.01132 -1.78525 -5.82566  C65 1.082
76 H 2.20128 1.17138 -2.86564  C69 1.082
77 H 4.80124 2.57282 -4.84936  O73 0.978
78 H 2.41567 -3.18509 -3.83490  O74 0.978
79 C -1.88986 6.56641 0.23803  C80 1.335, C85 1.466, H89 1.082
80 C -2.17710 5.38600 -0.31543  C79 1.335, C81 1.491, O88 1.361
81 C -3.31504 4.55579 0.17249  C80 1.491, O82 1.217, C83 1.467
82 O -3.55958 3.49310 -0.36860  C81 1.217
83 C -4.09990 5.06107 1.30401  C81 1.467, C84 1.334, H90 1.082
84 C -3.81001 6.23950 1.85906  C83 1.334, C85 1.490, O87 1.363
85 C -2.68963 7.08206 1.35329  C79 1.466, C84 1.490, O86 1.221
86 O -2.46523 8.16310 1.87400  C85 1.221
87 O -4.52808 6.72144 2.91232  C84 1.363, H91 0.977
88 O -1.44286 4.89245 -1.34918  C80 1.361, H92 0.978
89 H -1.06847 7.17966 -0.10783  C79 1.082
90 H -4.91192 4.44047 1.66011  C83 1.082
91 H -4.12429 7.58435 3.12776  O87 0.977
92 H -1.85022 4.03096 -1.56882  O88 0.978
93 C 2.05444 4.54027 -6.71548  C94 1.335, C99 1.466, H103 1.082
94 C 1.17135 5.48263 -7.05372  C93 1.335, C95 1.491, O102 1.361
95 C 1.45960 6.46421 -8.13857  C94 1.491, O96 1.219, C97 1.467
96 O 0.62239 7.29952 -8.43385  C95 1.219
97 C 2.76075 6.38362 -8.81085  C95 1.467, C98 1.335, H104 1.082
98 C 3.64456 5.44355 -8.47002  C97 1.335, C99 1.491, O101 1.362
99 C 3.34488 4.44550 -7.40432  C93 1.466, C98 1.491, O100 1.219
100 O 4.16938 3.58946 -7.13224  C99 1.219
101 O 4.85728 5.35767 -9.08312  C98 1.362, H105 0.977
102 O -0.02944 5.58494 -6.42200  C94 1.361, H106 0.977
103 H 1.85709 3.82066 -5.93172  C93 1.082
104 H 2.96481 7.11231 -9.58380  C97 1.082
105 H 5.30805 4.59978 -8.66137  O101 0.977
106 H -0.48335 6.33846 -6.84723  O102 0.977

Results
2S+1 = 1
LUMO energy = -0.0204 hartree
DFT total energy = -113554.9654 eV
total charge = -1
molar mass = 1211.55 g/mol



Here are the calculated max |F| numbers, same order: 2.6 4.2 (eV Å⁻¹).